Formula: C19H28NO5Sn
Source: OMol25
Level of theory: the ωB97M-V functional and the def2-TZVPD basis

Summary:
- HOMO-LUMO gap (eV) = 6.11
- energy relative to the best compared isomer or geometry (same formula, charge and spin) (kJ/mol) = 152.30
- largest force on an atom (Eh/bohr) = 0.0600
- charge = +1
- electronic energy (eV) = -37699.6285
- highest occupied orbital energy (eV) = -10.90

Geometry (Å):
Sn  1.556  2.079  -0.590
O  0.585  -2.774  -2.579
O  1.291  4.966  3.743
O  0.946  6.320  2.021
O  -0.309  -0.089  0.321
O  1.717  4.206  1.643
N  1.234  5.262  2.559
C  -2.262  -0.921  1.507
C  0.540  2.615  3.197
C  -1.354  2.249  -0.371
C  2.161  1.780  1.621
C  -1.578  2.477  0.994
C  -0.365  4.276  0.258
C  0.470  1.213  3.142
C  -0.497  3.334  -0.850
C  -0.418  -0.577  -1.067
C  1.474  0.711  2.311
C  1.238  -2.829  -3.859
C  0.864  -4.125  -4.606
C  0.000  -4.932  -3.619
C  1.725  3.049  2.461
C  -1.214  -1.786  -0.618
C  -0.112  -2.224  1.521
C  -1.006  -1.269  0.783
C  -1.038  3.735  1.357
C  -0.241  -3.978  -2.456
H  1.771  -4.658  -4.906
H  -1.897  1.544  -0.990
H  -2.064  -0.299  2.383
H  -0.044  -4.472  -1.495
H  -0.272  3.564  -1.899
H  0.936  -1.910  -4.401
H  -2.054  1.805  1.713
H  0.259  -1.826  2.466
H  0.581  -0.775  -1.471
H  2.556  3.121  3.195
H  -2.741  -1.846  1.843
H  3.245  1.747  1.480
H  -0.318  0.633  3.641
H  -0.991  0.071  -1.741
H  0.015  5.291  0.158
H  0.507  -5.830  -3.253
H  0.032  3.225  3.929
H  1.707  -0.336  2.148
H  -1.295  -3.678  -2.436
H  2.325  -2.757  -3.697
H  -0.958  -5.225  -4.051
H  -0.682  -2.712  -0.722
H  -1.246  4.221  2.309
H  0.776  -2.443  0.916
H  0.289  -3.862  -5.502
H  -2.929  -0.374  0.836
H  -0.684  -3.142  1.709
H  -2.233  -1.843  -0.984

---

Formula: C26H80O19
Source: OMol25
Level of theory: the ωB97M-V functional and the def2-TZVPD basis

Summary:
- HOMO-LUMO gap (eV) = 8.81
- largest force on an atom (Eh/bohr) = 0.0537
- charge = 0
- electronic energy (eV) = -67152.5227
- highest occupied orbital energy (eV) = -8.68

Geometry (Å):
O  -3.914  -1.359  0.086
O  -0.337  -0.553  -4.075
O  -3.700  3.195  -1.582
O  -2.346  -3.321  -1.258
O  0.024  -2.831  -2.781
O  3.398  2.982  1.638
O  0.166  5.467  -0.180
O  -2.823  -1.618  -4.388
O  4.321  -1.256  -1.718
O  -2.722  -0.043  -2.138
O  -2.067  -0.989  5.075
O  1.854  -4.270  -1.358
O  -1.929  2.441  3.221
O  2.560  -1.765  2.607
O  4.371  2.496  -1.157
O  -0.448  0.876  -0.560
O  -1.824  -3.383  3.667
O  3.339  -2.288  5.311
O  0.575  4.415  -2.945
C  -0.876  -0.612  -5.441
C  -0.194  -0.460  -0.099
C  3.365  -2.974  6.559
C  -3.599  -2.743  -4.054
C  2.817  1.768  2.169
C  -4.535  3.322  -0.410
C  0.574  0.465  -3.944
C  3.924  -1.884  3.044
C  -1.424  3.173  2.149
C  4.582  2.185  -2.511
C  -5.231  -1.779  0.428
C  -1.491  -1.009  3.767
C  -0.357  3.926  -1.996
C  2.566  -5.102  -2.215
C  1.938  -2.902  2.005
C  3.497  -1.397  -0.621
C  -0.166  6.417  0.791
C  -0.871  4.981  -0.992
C  4.204  -2.738  4.266
C  -2.229  -4.568  2.866
C  -2.200  -2.130  3.025
C  0.008  5.291  -3.954
C  3.031  2.622  -0.784
C  -1.885  -1.783  -5.427
C  2.743  3.483  0.523
C  -1.435  0.024  5.860
H  3.052  0.938  1.503
H  -2.984  -3.643  -4.033
H  1.305  0.372  -4.747
H  -1.179  3.494  -2.567
H  -3.094  2.481  -1.372
H  1.851  -3.746  2.690
H  0.113  -1.147  -0.887
H  4.001  -2.036  0.104
H  -1.860  -2.239  1.995
H  -0.430  -1.233  3.870
H  -5.319  -2.865  0.448
H  -1.508  1.025  5.435
H  3.222  -5.795  -1.690
H  -1.831  2.980  4.009
H  -0.337  6.244  -3.554
H  1.248  -3.711  -1.851
H  5.646  2.382  -2.637
H  -0.385  -0.169  6.079
H  -2.913  -4.080  -1.393
H  2.463  -3.270  1.124
H  2.426  3.088  -1.561
H  -2.445  -5.418  3.514
H  -1.133  -0.797  0.340
H  1.675  3.478  0.740
H  -2.696  -0.611  -2.909
H  5.234  -2.551  4.572
H  4.296  1.171  -2.789
H  1.055  0.404  -2.968
H  0.206  3.163  -1.458
H  -2.459  -1.816  -6.352
H  3.321  -0.518  -0.001
H  -5.885  -1.297  -0.299
H  2.643  1.604  -0.796
H  -3.111  -4.415  2.245
H  0.050  -2.012  -3.276
H  -5.466  -1.359  1.406
H  4.055  -3.792  4.033
H  -2.834  -2.762  -0.654
H  -4.091  -2.597  -3.093
H  -3.279  -1.984  3.068
H  0.949  -2.524  1.747
H  1.732  1.709  2.259
H  3.222  -4.047  6.428
H  -3.387  -0.436  -1.572
H  4.397  -2.129  -2.109
H  -1.578  -0.025  3.306
H  3.282  1.633  3.145
H  0.102  1.433  -4.114
H  1.961  -5.747  -2.852
H  0.889  5.472  -4.570
H  2.988  4.517  0.280
H  -5.105  4.223  -0.638
H  -3.917  3.532  0.464
H  -0.674  5.897  1.603
H  -1.381  5.748  -1.575
H  -0.806  -2.798  -2.305
H  4.544  -2.157  2.190
H  -1.364  -4.866  2.274
H  -1.004  0.767  -1.335
H  2.526  -1.812  -0.891
H  -0.764  4.729  -4.481
H  -5.166  2.443  -0.282
H  -1.398  0.313  -5.686
H  -1.783  0.082  6.892
H  4.155  -0.840  3.254
H  2.516  -2.490  7.042
H  -1.278  -2.680  -5.303
H  4.328  -2.872  7.058
H  -1.711  4.549  -0.449
H  -1.548  2.578  1.245
H  -0.802  7.214  0.407
H  -0.159  -0.798  -6.241
H  4.055  2.835  -3.210
H  -0.352  3.355  2.232
H  0.740  6.839  1.226
H  0.557  -0.492  0.691
H  3.360  -4.536  -2.702
H  -1.927  4.134  2.038
H  -3.779  -0.600  0.659
H  -4.293  -2.883  -4.883

---

Formula: C3H4O
Source: OMol25
Level of theory: the ωB97M-V functional and the def2-TZVPD basis

Summary:
- HOMO-LUMO gap (eV) = 10.35
- energy relative to the best compared isomer or geometry (same formula, charge and spin) (kJ/mol) = 223.43
- largest force on an atom (Eh/bohr) = 0.1040
- SMILES string = C#COC
- charge = 0
- electronic energy (eV) = -5219.8211
- highest occupied orbital energy (eV) = -9.37

Geometry (Å):
O  -0.199  0.477  -0.753
C  2.081  0.107  0.140
C  -1.307  -0.143  -0.070
C  0.997  0.322  -0.246
H  -1.144  -0.540  1.014
H  -1.593  -0.909  -0.692
H  3.143  -0.032  0.475
H  -1.978  0.717  0.133

---

Formula: C6H8NOPS
Source: OMol25
Level of theory: the ωB97M-V functional and the def2-TZVPD basis

Summary:
- HOMO-LUMO gap (spin up / spin down) (eV) = 6.97 / 6.38
- spin multiplicity = 3
- energy relative to the best compared isomer or geometry (same formula, charge and spin) (kJ/mol) = 0.00
- <S²> = 2.010
- largest force on an atom (Eh/bohr) = 0.0907
- charge = 0
- electronic energy (eV) = -30009.5151
- highest occupied orbital energy (spin up / spin down) (eV) = -6.27 / -9.21

Geometry (Å):
S  -2.137  0.615  2.957
P  -0.190  -0.731  1.589
O  1.124  -0.549  2.450
N  -0.605  -2.225  1.552
C  0.121  0.091  0.043
C  0.664  1.049  -2.432
C  -0.399  1.544  -1.713
C  1.517  0.153  -1.832
C  1.240  -0.381  -0.620
C  -0.734  1.034  -0.489
H  -1.615  1.232  0.063
H  1.092  -1.251  3.186
H  2.483  -0.128  -2.427
H  -1.183  2.283  -2.227
H  1.013  1.299  -3.531
H  -1.458  -2.323  0.877
H  -2.745  -0.585  2.607
H  1.812  -1.127  -0.056

---

Formula: C21H43MoN2P3Se
Source: OMol25
Level of theory: the ωB97M-V functional and the def2-TZVPD basis

Summary:
- HOMO-LUMO gap (spin up / spin down) (eV) = 5.51 / 6.12
- spin multiplicity = 3
- energy relative to the best compared isomer or geometry (same formula, charge and spin) (kJ/mol) = 0.00
- <S²> = 2.420
- largest force on an atom (Eh/bohr) = 0.0641
- charge = +4
- electronic energy (eV) = -120481.1893
- highest occupied orbital energy (spin up / spin down) (eV) = -20.49 / -20.58

Geometry (Å):
Mo  0.082  0.043  0.706
Se  -0.244  0.181  -3.328
P  0.191  -2.471  0.549
P  0.065  2.499  0.518
P  -2.575  -0.084  0.378
N  0.392  -0.191  2.891
N  0.164  -0.198  5.082
C  1.700  3.305  0.598
C  3.698  -0.096  -5.005
C  1.837  0.125  -0.556
C  -3.484  -1.503  1.116
C  2.308  0.096  0.821
C  2.090  0.340  -6.779
C  1.055  0.327  -5.844
C  -0.618  -3.346  1.940
C  -0.835  3.473  1.772
C  1.328  0.115  -4.473
C  -3.086  -0.274  -1.379
C  -3.706  1.289  0.836
C  -0.393  0.190  3.910
C  1.474  -0.891  3.466
C  -0.505  -3.277  -0.936
C  2.660  -0.122  -4.052
C  -1.678  0.925  3.912
C  -0.633  3.144  -1.047
C  3.421  0.153  -6.363
C  1.847  -3.242  0.635
C  1.341  -0.888  4.819
H  -1.632  -2.974  2.108
H  -2.593  -1.158  -1.804
H  -3.339  2.246  0.441
H  -2.760  0.611  -1.942
H  -0.499  3.203  2.781
H  0.276  0.072  -1.873
H  -1.598  -3.264  -0.884
H  4.238  0.201  -7.096
H  -1.533  1.940  4.330
H  2.547  -2.750  -0.046
H  1.859  0.503  -7.835
H  -4.694  1.076  0.398
H  -0.181  -2.721  -1.823
H  -3.308  -1.546  2.199
H  -0.241  -0.008  5.999
H  -1.726  3.060  -1.013
H  2.065  1.025  -1.138
H  2.248  -3.196  1.654
H  -1.912  3.296  1.698
H  2.879  -0.779  1.140
H  2.379  2.896  -0.153
H  -0.160  -4.316  -1.021
H  -0.356  4.196  -1.205
H  -3.815  1.363  1.923
H  -2.404  0.375  4.536
H  0.025  0.492  -6.159
H  -4.183  -0.380  -1.446
H  2.661  1.021  1.284
H  -0.266  2.539  -1.887
H  1.970  -0.802  -1.121
H  2.147  3.171  1.590
H  2.262  -1.337  2.876
H  2.007  -1.287  5.567
H  -2.113  1.007  2.900
H  -3.148  -2.442  0.658
H  -0.040  -3.194  2.858
H  -4.564  -1.381  0.932
H  1.739  -4.295  0.344
H  -0.659  -4.422  1.715
H  4.734  -0.269  -4.687
H  1.548  4.376  0.413
H  2.871  -0.311  -2.996
H  -0.630  4.540  1.599

---

Formula: C4H6O2Ru
Source: OMol25
Level of theory: the ωB97M-V functional and the def2-TZVPD basis

Summary:
- HOMO-LUMO gap (spin up / spin down) (eV) = 5.89 / 7.20
- spin multiplicity = 7
- energy relative to the best compared isomer or geometry (same formula, charge and spin) (kJ/mol) = 198.14
- <S²> = 12.015
- largest force on an atom (Eh/bohr) = 0.0703
- charge = +2
- electronic energy (eV) = -10892.7157
- highest occupied orbital energy (spin up / spin down) (eV) = -16.54 / -20.52

Geometry (Å):
Ru  0.174  1.288  0.664
O  1.749  0.605  -0.059
O  -2.625  -0.049  -0.569
C  1.753  -0.720  -0.253
C  -1.321  -0.191  -0.547
C  -0.716  -1.114  0.292
C  0.736  -1.545  0.484
H  -0.643  -0.958  -1.316
H  2.711  -1.182  -0.524
H  0.823  -2.596  0.169
H  -2.916  0.664  0.013
H  -1.387  -1.478  1.083
H  0.945  -1.555  1.574

---

Formula: C14H8F6N2OPRuS
Source: OMol25
Level of theory: the ωB97M-V functional and the def2-TZVPD basis

Summary:
- HOMO-LUMO gap (spin up / spin down) (eV) = 8.41 / 5.70
- spin multiplicity = 6
- energy relative to the best compared isomer or geometry (same formula, charge and spin) (kJ/mol) = 0.00
- <S²> = 8.826
- largest force on an atom (Eh/bohr) = 0.0016
- charge = +2
- electronic energy (eV) = -58668.0220
- highest occupied orbital energy (spin up / spin down) (eV) = -15.81 / -16.10

Geometry (Å):
Ru  -0.100  0.315  -0.250
S  2.019  0.568  0.575
P  -3.112  1.897  -1.373
F  -1.856  0.631  -1.413
F  -4.189  2.993  -1.349
F  -0.806  1.584  0.956
F  -3.545  1.291  -2.697
F  -3.567  1.225  -0.087
F  -1.938  2.871  -1.363
O  -0.209  -1.100  1.311
N  0.558  -0.789  2.345
N  3.130  -5.731  -7.465
C  1.685  -0.039  2.153
C  1.225  -3.901  -3.470
C  2.501  -2.775  -5.724
C  2.191  -0.263  4.486
C  1.423  -2.491  -3.583
C  1.662  -4.725  -4.462
C  1.029  -1.008  4.642
C  2.522  0.221  3.234
C  2.759  -5.033  -6.627
C  2.303  -4.170  -5.595
C  0.221  -1.265  3.551
C  0.585  -0.896  -1.684
C  0.980  -1.648  -2.579
C  2.068  -1.945  -4.734
H  -0.694  -1.838  3.577
H  0.735  -1.398  5.606
H  2.203  -0.875  -4.805
H  2.992  -2.388  -6.606
H  0.730  -4.295  -2.594
H  3.410  0.816  3.071
H  1.527  -5.796  -4.402
H  2.830  -0.059  5.334

---

Formula: C19H31BrMnN5OSSi
Source: OMol25
Level of theory: the ωB97M-V functional and the def2-TZVPD basis

Summary:
- HOMO-LUMO gap (spin up / spin down) (eV) = 7.23 / 7.16
- spin multiplicity = 4
- energy relative to the best compared isomer or geometry (same formula, charge and spin) (kJ/mol) = 0.00
- <S²> = 3.786
- largest force on an atom (Eh/bohr) = 0.0375
- charge = +1
- electronic energy (eV) = -149774.7415
- highest occupied orbital energy (spin up / spin down) (eV) = -9.78 / -9.74

Geometry (Å):
Br  12.480  12.886  4.279
Mn  12.424  11.089  6.748
S  10.194  9.325  7.868
Si  12.461  7.668  5.852
O  9.710  11.202  6.114
N  14.453  10.887  6.768
N  12.243  13.223  6.939
N  8.076  7.915  8.763
N  7.608  9.690  7.377
N  13.084  9.221  6.325
C  16.565  9.256  7.364
C  12.310  13.965  5.836
C  12.279  13.841  8.143
C  15.737  12.931  6.985
C  8.508  8.963  8.037
C  15.653  11.442  6.999
C  12.311  15.337  5.788
C  10.982  8.148  4.793
C  13.560  6.695  4.780
C  6.840  7.141  8.512
C  10.414  11.068  7.391
C  9.111  12.467  5.802
C  16.760  10.631  7.223
C  11.878  6.511  7.193
C  14.299  9.536  6.703
C  12.378  15.232  8.201
C  9.903  11.955  8.536
C  12.333  15.962  7.022
C  15.374  8.699  7.079
H  15.329  13.346  6.053
H  6.189  7.254  9.360
H  11.313  5.761  6.690
H  6.611  9.594  7.485
H  10.539  11.712  9.388
H  12.453  15.720  9.142
H  10.305  8.906  5.210
H  11.246  6.981  7.921
H  7.151  6.088  8.420
H  8.259  12.679  6.470
H  8.844  11.785  8.722
H  17.355  8.548  7.647
H  11.363  8.640  3.887
H  10.349  7.343  4.436
H  16.769  13.279  7.143
H  9.787  13.316  5.880
H  8.756  7.513  9.400
H  15.207  7.634  7.108
H  12.713  6.022  7.697
H  12.325  13.183  8.982
H  8.704  12.333  4.773
H  12.941  5.883  4.379
H  7.989  10.371  6.735
H  6.343  7.437  7.618
H  17.722  11.068  7.423
H  14.000  7.302  3.991
H  15.083  13.347  7.792
H  12.421  17.038  7.071
H  12.257  15.833  4.837
H  10.001  12.992  8.311
H  14.389  6.267  5.249

---

Formula: C5H3NO
Source: OMol25
Level of theory: the ωB97M-V functional and the def2-TZVPD basis

Summary:
- HOMO-LUMO gap (eV) = 9.52
- energy relative to the best compared isomer or geometry (same formula, charge and spin) (kJ/mol) = 201.36
- largest force on an atom (Eh/bohr) = 0.0236
- SMILES string = N#CC=C=CC=O
- charge = 0
- electronic energy (eV) = -8767.9194
- highest occupied orbital energy (eV) = -10.17

Geometry (Å):
O  1.929  1.089  -0.193
N  -1.756  -2.651  -1.209
C  0.915  1.731  -0.048
C  -0.300  -0.199  0.331
C  0.036  -1.455  0.196
C  -0.404  1.100  0.258
C  -0.853  -2.164  -0.672
H  0.933  2.831  -0.003
H  -1.281  1.676  0.535
H  0.782  -1.958  0.806

---

Formula: C12H19N4PtS
Source: OMol25
Level of theory: the ωB97M-V functional and the def2-TZVPD basis

Summary:
- HOMO-LUMO gap (spin up / spin down) (eV) = 5.91 / 5.53
- energy relative to the best compared isomer or geometry (same formula, charge and spin) (kJ/mol) = 204.44
- largest force on an atom (Eh/bohr) = 0.0593
- charge = +1
- electronic energy (eV) = -32787.2068
- highest occupied orbital energy (spin up / spin down) (eV) = -10.27 / -9.79

Geometry (Å):
Pt  0.115  0.058  0.016
S  0.194  1.856  1.578
N  -0.467  -0.391  2.929
N  -0.768  -1.668  -0.826
N  -0.745  -0.967  1.746
N  0.438  1.371  4.133
C  2.051  -0.729  -0.064
C  -1.696  -4.148  -1.640
C  -0.821  -1.984  -2.119
C  4.408  -0.489  -0.774
C  -1.161  -2.581  0.117
C  -1.611  -3.849  -0.303
C  3.013  0.152  -0.824
C  0.045  0.865  2.953
C  3.068  1.560  -0.237
C  -1.110  -2.206  1.505
C  -1.295  -3.193  -2.579
C  -1.449  -3.198  2.575
H  4.398  -1.475  -1.228
H  3.270  1.516  0.829
H  -0.480  -0.946  3.785
H  2.714  0.216  -1.874
H  -1.360  -3.387  -3.636
H  5.114  0.136  -1.313
H  0.479  0.833  4.981
H  -2.076  -5.102  -1.972
H  1.977  -1.726  -0.507
H  -2.510  -3.444  2.543
H  -0.880  -4.114  2.421
H  2.124  2.084  -0.392
H  2.345  -0.794  0.992
H  -1.909  -4.583  0.427
H  0.817  2.304  4.131
H  3.857  2.138  -0.709
H  4.748  -0.586  0.253
H  -0.482  -1.220  -2.806
H  -1.227  -2.828  3.574

---

Q: Number 4 is which compound?
A: C6H8NOPS